# 1
ORCA calculation (ωB97M-V/def2-TZVPD) on a cluster of 7 separate species, C52H54BN2O26 in total.

Structure (XYZ):
```
135
Properties=species:S:1:pos:R:3:forces:R:3:mulliken_charge:R:1
O 7.741434 -0.365141 -3.627941 -0.15 0.33 -0.75 -0.521
O -6.792830 -5.000321 -3.589264 -0.12 0.75 -0.39 -0.614
O 0.814798 -0.409059 10.149359 -0.77 0.01 0.08 -0.558
O -3.643537 -0.137296 13.023814 1.00 0.02 -0.33 -0.596
O 2.621264 0.082665 7.661530 -1.83 0.69 -1.30 -0.578
O -1.315580 0.520705 3.676630 1.45 -0.65 0.67 -0.511
O -2.663419 1.418160 -2.205666 -0.02 0.10 -0.52 -0.447
O 8.051732 0.402958 -8.874543 0.17 -0.29 0.99 -0.591
O -5.484416 0.554105 -5.901359 0.75 1.85 0.91 -0.512
O 2.544364 4.433316 0.823781 0.36 0.27 -0.47 -0.530
O 5.604053 0.845093 -4.852815 1.63 -0.73 -0.16 -0.516
O 5.784495 -1.450064 -1.931960 -2.42 -0.27 3.43 -0.440
O -2.853694 4.143360 -2.471111 -0.49 -1.85 -0.85 -0.611
O 0.463974 1.766078 7.877004 0.27 -0.66 -0.82 -0.618
O 6.320021 7.066404 1.906450 -0.93 -0.55 -1.93 -0.556
O -5.602266 3.277804 -6.220389 0.53 -0.72 0.76 -0.588
O 0.793366 -1.227166 3.501494 -0.30 0.52 0.29 -0.463
O 10.150184 -0.887303 -7.663785 -1.90 0.89 0.41 -0.555
O -1.564928 -0.710075 8.815005 0.81 0.26 1.55 -0.574
O -1.276429 -2.582737 -3.122716 4.30 1.51 2.66 -0.375
O -1.268247 0.252381 14.342727 -0.82 -0.40 -1.90 -0.557
O 6.590284 7.470351 -0.794876 -0.76 -0.63 0.59 -0.588
O -9.669109 -1.734942 -6.635149 0.37 -0.77 0.60 -0.592
O -10.810120 -4.128508 -5.926407 1.75 1.18 0.22 -0.553
O -5.687463 -2.569418 -4.224151 -1.21 -1.02 -0.05 -0.434
O 2.867482 4.764412 -1.881802 0.59 0.25 1.63 -0.618
N 0.701353 -1.057416 -2.306001 1.42 -3.44 0.05 0.155
N -2.133895 2.341872 0.514066 0.78 -1.09 0.54 -0.453
C -0.204531 -0.326395 10.825485 0.95 0.12 0.30 0.981
C -9.539849 -3.790092 -5.497360 -1.77 -0.93 -0.36 0.326
C 5.438683 6.492527 1.008618 1.08 0.67 1.73 0.374
C -6.946461 -2.919363 -4.676460 1.23 0.93 0.15 0.028
C -3.359661 1.829878 -3.127563 -0.28 -0.68 -0.26 0.748
C 1.760409 -0.610273 5.569607 -0.26 -0.20 -0.58 -0.863
C -8.997698 -2.468936 -5.917780 -0.13 0.97 -0.56 0.957
C -0.334865 -3.126555 0.644924 0.58 0.36 0.38 -0.556
C 6.776356 0.647696 -6.898084 0.13 -0.03 -0.22 -0.818
C 2.615975 -3.577403 -1.977295 -3.43 3.02 -0.74 -0.269
C -4.809316 1.401764 -5.042386 -0.87 -1.70 -1.06 0.229
C 6.710543 0.447121 -5.580479 -1.55 0.68 0.36 0.276
C -4.933512 2.866820 -5.278649 -0.45 1.16 -0.62 0.831
C -2.219306 -2.007484 -2.126056 -1.87 0.50 0.93 1.686
C 1.746029 1.343123 -0.087345 0.28 0.69 0.36 0.208
C -4.262492 -2.835179 -0.669476 0.40 0.46 0.61 -0.833
C -2.664021 -0.424971 10.890597 -0.12 0.03 0.22 -0.747
C 0.533031 1.095389 6.853081 -0.57 0.93 0.59 0.583
C 0.114826 1.425463 -0.229543 0.80 0.36 -0.53 0.826
C 2.514969 0.732007 -1.419115 -0.86 0.26 -0.50 -0.729
C -4.239871 3.775491 -4.352486 -0.20 -0.11 -0.29 -0.836
C 9.056086 -0.464294 -6.931573 1.79 -0.79 -0.63 0.348
C -1.536516 -0.488967 10.179712 -0.60 -0.27 -1.58 0.357
C -2.690877 -3.511540 1.773476 0.69 -0.54 -0.50 -1.293
C -7.477435 -4.252557 -4.278594 -0.20 -0.96 0.38 0.921
C 3.732256 5.361212 -0.982848 -0.65 -0.40 -1.43 0.272
C -7.657869 -2.090431 -5.442941 -0.18 0.08 -0.12 -0.660
C -4.072590 0.921420 -4.038780 0.45 0.07 0.56 -0.823
C 1.064268 -3.789672 -2.521989 1.53 4.54 0.97 -0.636
C -0.471804 1.190822 5.782662 0.05 0.08 0.19 -0.782
C -2.620848 -3.041933 -0.912851 -1.57 0.26 0.09 -0.015
C -2.625503 -0.186616 12.341661 -1.19 -0.06 0.01 0.886
C 7.955622 0.218955 -7.666273 -0.51 0.42 -0.98 0.886
C 4.743697 6.123708 -1.402736 0.17 0.10 0.02 -0.742
C 1.666881 0.148859 6.663085 1.84 -0.42 1.44 0.479
C 5.128372 -2.320372 0.582523 -0.12 -0.10 0.16 -0.884
C 7.822903 -0.211181 -4.841950 0.69 -0.45 0.67 0.955
C 2.107099 -0.815233 -1.781795 0.66 -2.81 -0.12 0.121
C -0.376216 0.434120 4.687715 -1.32 0.51 -0.76 0.315
C 0.128935 -2.439213 -2.656531 1.90 -1.47 0.48 0.301
C 8.991586 -0.661668 -5.613391 -0.27 0.04 0.43 -0.929
C 4.425268 5.732908 1.428870 -0.49 -0.36 -0.13 -1.003
C -0.167694 -0.064004 12.272686 0.21 -0.07 -0.45 -0.968
C 5.661026 6.752850 -0.440151 0.68 0.57 -0.93 0.875
C 3.493188 5.123159 0.467604 -0.05 -0.03 0.90 0.944
C -0.623442 2.458066 0.808484 -1.15 -0.50 -0.16 -0.297
C -3.506021 3.295010 -3.346879 0.68 1.56 0.94 0.161
C -1.295466 0.003397 12.982778 0.57 0.38 1.90 0.345
C -8.827233 -4.620604 -4.733768 0.42 -0.07 0.23 -0.991
C -1.915512 -2.698932 0.534478 -0.17 -0.75 0.72 0.502
C 3.166649 -2.053562 -1.572632 -4.89 -1.13 -2.04 0.272
C 0.742457 -0.531970 4.510587 0.72 -0.63 -0.10 0.961
B 4.710507 -1.917476 -0.990601 2.62 0.71 -0.65 0.284
H -1.855512 -1.001624 -1.651264 -0.45 -1.83 -1.05 -0.443
H -2.498976 -4.151334 -1.265114 0.22 2.06 0.71 0.351
H -4.755060 -3.728666 -0.096278 1.14 1.67 -1.13 0.309
H -1.280912 1.895584 5.925471 0.03 -0.04 0.01 0.493
H -5.942335 1.141638 -6.541198 0.16 -0.17 0.17 0.330
H 0.590771 -4.817217 -2.822156 1.08 2.30 0.68 0.392
H 4.927719 6.306913 -2.453874 -0.01 0.01 0.06 0.450
H -0.096343 -4.206588 0.196659 -0.76 2.43 0.85 0.204
H 0.805999 0.069933 12.726251 -0.06 -0.02 -0.03 0.427
H -2.119729 -1.555744 0.747658 0.79 -2.05 -0.58 -0.063
H 2.128147 2.470025 0.006319 -0.74 -2.57 -0.15 -0.385
H 4.981112 -3.480594 0.795254 0.14 2.43 -0.47 0.280
H 0.027768 -0.250525 -2.458593 1.32 -1.17 0.40 0.325
H 5.976055 1.126972 -7.447220 0.06 -0.02 0.02 0.435
H 3.273293 -4.544580 -1.900825 -1.27 2.21 -0.06 0.325
H 0.398868 -2.327592 0.150064 -1.59 -1.76 0.89 -0.145
H 2.222463 4.267632 -1.332767 0.25 0.34 -0.22 0.328
H -3.638786 -0.543563 10.434430 0.06 0.00 0.04 0.432
H 6.248227 -2.077801 0.833043 -2.13 -0.42 -0.57 0.274
H -2.208305 0.251338 14.626967 0.37 0.00 -0.09 0.350
H -2.589826 1.754791 1.272439 0.73 0.95 -1.52 0.298
H 9.785228 -1.154887 -5.066410 -0.05 0.04 -0.04 0.431
H -0.026234 -3.162903 1.786178 -0.66 0.15 -2.39 0.322
H -7.283226 -1.119426 -5.741457 0.00 -0.10 0.04 0.575
H -3.681594 -2.982317 2.113224 1.93 -1.25 -0.79 0.322
H -2.390792 3.555718 -1.834794 -0.29 0.44 -0.04 0.301
H -1.971242 -3.640042 2.712991 -1.56 0.51 -2.08 0.341
H 2.147642 1.402079 -2.330955 0.84 -1.49 1.77 0.334
H -4.855911 -2.679155 -1.665887 1.20 -0.16 1.94 0.033
H -1.027032 -0.126231 2.996398 -0.10 0.18 0.33 0.129
H -3.199687 -1.734841 -2.750269 2.35 -0.81 1.28 -0.869
H 2.329415 0.725181 8.344374 0.08 -0.36 -0.08 0.355
H -2.271479 1.891639 -0.426628 0.07 0.44 1.68 0.163
H 3.689755 0.898369 -1.330475 -2.59 -0.84 -0.21 0.240
H 4.450896 -1.725333 1.334346 1.20 -1.25 -1.32 0.234
H -11.115814 -3.365507 -6.463884 0.09 -0.32 0.20 0.354
H -0.369334 3.600808 0.623940 0.08 -2.60 0.48 0.133
H 5.797471 0.591071 -3.924072 -0.04 0.00 -0.38 0.267
H -0.624655 -0.715022 8.531913 -0.41 -0.03 0.26 0.238
H -4.353036 4.838132 -4.524899 0.01 -0.06 0.01 0.469
H 2.088684 0.790832 0.913224 -0.84 1.05 -2.27 0.267
H -5.379455 -3.334897 -3.691749 -0.21 0.18 -0.30 0.255
H 9.959358 -0.627863 -8.591446 0.11 -0.10 0.34 0.354
H -0.511487 2.141408 1.943555 0.28 0.87 -2.45 0.097
H 6.572778 -1.107460 -1.406912 -1.27 -0.96 -1.06 0.286
H 6.961569 7.568196 1.357704 -0.23 -0.16 0.24 0.353
H -9.208126 -5.584893 -4.422634 0.03 0.05 -0.02 0.419
H -4.343455 -1.880366 0.039652 -0.20 -1.92 -1.74 0.256
H -0.363946 0.354736 -0.170360 0.79 2.03 0.14 -0.561
H -3.971823 -0.141164 -3.856899 -0.09 0.09 -0.09 0.406
H 2.577994 -1.304086 5.419611 -0.06 0.04 0.03 0.480
H -0.105509 1.840756 -1.326501 0.36 -0.83 2.17 0.138
H 4.250590 5.537244 2.479080 0.00 0.03 -0.06 0.448
H -2.866067 -4.603878 1.350568 0.00 2.20 1.10 0.292
```
Forces are in eV/Å.

The charge is +1. The value obtained for the total energy is -111671.0819 eV. As for the LUMO energy: -4.4 eV.


# 2
ORCA calculation (ωB97M-V/def2-TZVPD) on a cluster of 2 separate species, C3H7INO in total.

Structure (XYZ):
```
13
Properties=species:S:1:pos:R:3:forces:R:3:mulliken_charge:R:1
I 3.678389 -0.137870 -3.990564 -0.09 0.00 0.10 -0.992
O -1.737603 0.490589 1.331856 1.53 0.38 -0.53 -0.654
N -0.075579 -0.544501 0.214504 0.82 0.95 -0.16 -0.216
C -0.234889 -1.937039 0.633511 0.70 0.17 -1.26 -0.872
C -0.722564 0.579566 0.611248 -2.27 -0.68 1.04 0.627
C -0.267077 1.949407 0.107937 -0.34 -0.37 -1.47 -0.928
H -1.062437 2.373841 -0.504729 -1.02 0.24 1.03 0.277
H 0.042597 2.618400 0.910845 -0.06 -0.17 -0.21 0.227
H -0.117197 -2.193472 1.686352 -0.55 0.67 0.09 0.270
H 0.581905 -0.390513 -0.536557 0.23 -0.16 0.21 0.279
H 0.374083 1.969860 -0.773309 1.37 -0.62 0.67 0.351
H -1.098190 -2.387842 0.144035 -0.25 -0.04 0.51 0.271
H 0.638562 -2.390426 0.164872 -0.06 -0.36 -0.02 0.361
```
Forces are in eV/Å.

The charge is -1. The value obtained for the total energy is -14865.2548 eV. As for the LUMO energy: 3.1 eV. For the energy above the lowest of the compared OMol25 structures with the same formula, charge and spin, the calculation gives 23.96 kcal/mol.


The following highest occupied orbital energy values (in eV) correspond, in order, to the records above: -11.121; -3.507.
The following max |F| values (in eV/A) correspond, in order, to the records above: 5.42; 2.59.